{
  "formula": "C8H15O3P",
  "method": "ωB97M-V/def2-TZVPD",
  "symbols": ["H", "H", "H", "H", "H", "C", "H", "H", "P", "H", "C", "H", "C", "C", "H", "C", "C", "H", "O", "H", "H", "C", "O", "H", "O", "C", "H"],
  "xyz": [[-2.95500, 1.31968, -3.24691], [-2.72154, 1.34089, -4.96062], [-2.20424, -0.86474, 4.09448], [0.01805, 0.40833, 3.76780], [-1.82986, -1.81649, 2.74618], [-0.11373, -0.45850, 3.28295], [2.53061, -1.93806, -0.35132], [0.05928, 1.58890, 1.21022], [-0.21374, 1.06845, -1.33857], [1.14440, -2.15523, 1.73061], [0.99953, 1.17595, 1.54655], [1.41183, 1.63029, 2.44292], [-1.11864, 0.56129, -3.84990], [-1.62332, -0.77344, 3.20918], [-3.21352, -0.03230, -4.15836], [1.81108, -1.05868, -0.10493], [0.55489, -0.26435, 1.91537], [1.55766, 1.37355, 0.69789], [-0.88938, 0.07473, -2.53725], [0.49631, -1.19467, 3.88704], [-0.60941, -0.12520, -4.58394], [1.01608, -1.28003, 1.14207], [1.47030, -0.31659, -1.01502], [-2.13884, 0.06854, 2.61308], [0.52155, 2.16761, -1.92100], [-2.55676, 0.78076, -4.09983], [-0.56064, 1.47603, -4.01318]],
  "orbital_gap_ev": 8.52,
  "fmax_ev_per_a": 3.9,
  "multiplicity": 1,
  "charge": 0,
  "lumo_ev": -0.38,
  "homo_energy_ev": -8.907,
  "e_above_lowest_kcal_mol": 12.7
}